ORCA calculation (ωB97M-V/def2-TZVPD) on C15H30CdClN7SSi as an isolated structure in a non-equilibrium geometry.

Structure (XYZ):
```
56
Properties=species:S:1:pos:R:3:nbo_charge:R:1
Cd -11.267 -9.067 6.100 1.2855
N -14.044 -9.448 6.146 -0.8778
C -14.670 -9.156 7.459 -0.2290
C -13.798 -9.795 8.555 -0.2395
N -12.392 -9.425 8.434 -0.6782
C -12.024 -8.183 9.165 -0.2344
C -12.363 -6.908 8.336 -0.2306
N -11.712 -6.946 7.032 -0.9474
H -14.538 -9.012 5.377 0.3722
H -14.123 -10.437 5.955 0.3765
H -15.709 -9.505 7.481 0.1836
H -14.794 -8.083 7.559 0.1873
H -13.845 -10.911 8.440 0.2182
H -14.281 -9.489 9.498 0.1825
H -11.783 -10.155 8.766 0.3857
H -10.949 -8.153 9.387 0.2129
H -12.545 -8.193 10.132 0.1808
H -12.091 -6.044 8.982 0.1898
H -13.429 -6.865 8.252 0.1920
H -10.735 -6.649 7.118 0.4158
H -12.173 -6.380 6.323 0.4139
C -8.068 -5.915 3.093 -0.6648
C -9.384 -5.198 3.376 0.3700
N -9.672 -3.943 3.457 -0.2736
N -11.006 -3.900 3.723 -0.3858
C -11.599 -5.133 3.836 0.1955
S -13.117 -5.451 4.285 -0.2527
N -10.518 -5.953 3.530 -0.2520
N -10.566 -7.327 3.694 -0.6815
H -7.268 -5.221 2.847 0.2452
H -8.218 -6.538 2.234 0.2244
H -7.837 -6.489 4.015 0.2655
H -11.426 -3.047 4.056 0.4210
H -10.484 -7.809 2.811 0.3691
H -9.813 -7.619 4.366 0.4121
C -9.391 -11.940 4.749 -1.1220
Si -11.116 -11.244 4.903 0.8242
C -12.023 -11.024 3.198 -1.0979
C -12.274 -12.376 5.866 -0.4406
C -13.570 -12.481 5.461 -0.2442
C -14.502 -13.257 6.196 -0.2165
C -14.107 -13.980 7.305 -0.2245
C -12.792 -13.840 7.768 -0.2047
C -11.928 -13.046 7.026 -0.2186
H -9.424 -13.019 4.601 0.2306
H -8.844 -11.727 5.729 0.2482
H -8.874 -11.449 3.941 0.2417
H -12.314 -11.961 2.705 0.2263
H -11.372 -10.571 2.416 0.2295
H -12.885 -10.379 3.388 0.2252
H -13.907 -11.991 4.546 0.2156
H -15.468 -13.340 5.810 0.2083
H -14.803 -14.590 7.897 0.2154
H -12.448 -14.197 8.735 0.2149
H -10.903 -12.959 7.339 0.2025
Cl -8.816 -8.017 6.392 -0.8658
```

The calculation puts the highest occupied orbital energy at -0.2706 hartree. As for the spin multiplicity: 1. As for the energy relative to the best compared isomer or geometry (same formula, charge and spin): 55.9 kJ/mol.

***

ORCA calculation (ωB97M-V/def2-TZVPD) on a 2-piece molecular cluster, C4H13N3O overall in a non-equilibrium geometry.

Structure (XYZ):
```
21
Properties=species:S:1:pos:R:3:nbo_charge:R:1
C 0.752 1.035 0.905 -0.2088
C -0.223 0.349 -0.089 -0.4245
C -0.313 -1.252 -0.107 -0.2462
N -2.640 -2.134 1.802 -0.7280
C -2.631 -2.051 0.524 0.2943
N -1.663 -1.874 -0.445 -0.6317
N 0.370 0.824 2.272 -0.8670
H 1.780 0.539 0.791 0.1867
H 0.773 2.095 0.556 0.2095
H 0.085 0.804 -1.138 0.1906
H -1.173 0.720 0.073 0.1984
H 0.373 -1.639 -0.914 0.2045
H 0.098 -1.795 0.830 0.2013
H -1.814 -1.854 2.382 0.3399
H -3.665 -2.027 0.055 0.1575
H -1.840 -1.396 -1.382 0.3927
H -0.348 1.362 2.654 0.3635
H 0.276 -0.135 2.665 0.3674
H 3.412 2.265 -4.152 0.4818
H 4.495 3.373 -3.788 0.4693
O 3.896 2.792 -3.493 -0.9510
```

The calculation puts the highest occupied orbital energy at -0.3275 hartree. As for the spin multiplicity: 1. As for the energy relative to the best compared isomer or geometry (same formula, charge and spin): 302.1 kJ/mol.